Entry 1:
Molecular formula: C6H3Br2O3
Method: DFT, wB97M-V/def2-TZVPD

Computed properties:
**SMILES**: C[C@]1(Br)C(=O)C([O-])=C(Br)C1=O
**LUMO level**: 0.1133 Ha
**M**: 282.9 g mol⁻¹
**Energy relative to the best compared isomer or geometry (same formula, charge and spin)**: 0.0 kJ/mol
**Net charge**: -1
**Gap between HOMO and LUMO**: 7.75 eV
**E**: -5604.253287 a.u.
**Highest occupied orbital energy**: -0.1716 Ha

Atoms and positions in Å:
C1 1.8036 -0.3369 0.1650
C2 0.7433 -0.5475 1.0193
C3 1.5359 0.2267 -1.1091
C4 0.0141 0.2004 -1.1956
C5 -0.5624 0.4047 0.1536
C6 -1.9792 -0.0498 0.3813
O1 0.4806 -1.1133 2.0471
O2 2.2966 0.5510 -2.0073
O3 -0.6182 -0.1875 -2.1594
Br1 3.5772 -0.8646 0.6579
Br2 -0.2905 2.2331 0.7646
H1 -2.6583 0.4703 -0.2983
H2 -2.2995 0.1310 1.4075
H3 -2.0434 -1.1175 0.1734

Atoms 1-3, force components in eV/Å:
1.2785 -0.2822 0.0225
-2.5304 1.2135 -0.9889
0.2913 -0.0909 -0.0260

How positive or negative is each atom? The Löwdin charges in e answer that: atom 1 (C): -0.62, atom 2 (C): -0.47, atom 3 (C): -0.48, atom 4 (C): -0.40, atom 5 (C): -0.69, atom 6 (C): -0.13, atom 7 (O): 0.03, atom 8 (O): 0.02, atom 9 (O): 0.10, atom 10 (Br): 0.67, atom 11 (Br): 0.73, atom 12 (H): 0.08, atom 13 (H): 0.07, atom 14 (H): 0.09



Entry 2:
Molecular formula: C6H3BrClN2
Method: DFT, wB97M-V/def2-TZVPD

Computed properties:
**LUMO level**: -0.1921 Ha
**M**: 218.5 g mol⁻¹
**Energy relative to the best compared isomer or geometry (same formula, charge and spin)**: 0.0 kJ/mol
**Net charge**: +1
**Gap between HOMO and LUMO**: 8.77 eV
**E**: -3373.725262 a.u.
**Highest occupied orbital energy**: -0.5143 Ha

Atoms and positions in Å:
C1 -0.1969 -4.4788 -0.8504
C2 -0.0012 0.2617 -0.0461
C3 0.8485 -0.7113 -0.6113
C4 -1.1270 -0.0590 0.7056
C5 0.3045 -1.9473 -0.4786
C6 -1.6440 -1.3851 0.6469
N1 -1.0846 -5.1853 -0.6991
N2 -0.8657 -2.2736 -0.0019
Cl1 1.1216 -3.5309 -1.0429
Br1 -3.2824 -2.0210 1.1910
H1 0.3311 1.1981 -0.1584
H2 1.8376 -0.4403 -1.1486
H3 -1.8361 0.6091 1.2278

Atoms 1-3, force components in eV/Å:
-0.0407 -0.5922 -0.0380
-0.6905 -3.2328 1.0904
1.6071 0.4215 -1.1196

How positive or negative is each atom? The Löwdin charges in e answer that: atom 1 (C): -0.58, atom 2 (C): 0.00, atom 3 (C): -0.02, atom 4 (C): -0.02, atom 5 (C): -0.45, atom 6 (C): -0.72, atom 7 (N): 0.23, atom 8 (N): 0.00, atom 9 (Cl): 1.26, atom 10 (Br): 0.90, atom 11 (H): 0.09, atom 12 (H): 0.17, atom 13 (H): 0.13



Entry 3:
Molecular formula: C6H3BrClNO3
Method: DFT, wB97M-V/def2-TZVPD

Computed properties:
**SMILES**: OC1(c2nc(Cl)ccc2Br)OO1
**LUMO level**: 0.0105 Ha
**M**: 252.5 g mol⁻¹
**Energy relative to the best compared isomer or geometry (same formula, charge and spin)**: 0.0 kJ/mol
**Net charge**: 0
**Gap between HOMO and LUMO**: 9.87 eV
**E**: -3544.965865 a.u.
**Highest occupied orbital energy**: -0.3522 Ha

Atoms and positions in Å:
C1 -0.4947 -1.7955 0.3717
C2 -1.8160 -1.4298 0.4244
C3 0.4619 -0.8823 0.0166
C4 0.0170 0.4035 -0.1953
C5 -2.1434 -0.0817 0.2359
C6 1.3545 1.5329 -0.3128
N1 -1.1913 0.8254 -0.0321
O1 2.2072 1.6329 0.7583
O2 1.4427 2.7537 0.2912
O3 1.8769 1.4243 -1.6046
Cl1 -3.7915 0.3185 0.2673
Br1 2.2590 -1.3335 -0.0037
H1 -0.3197 -2.9498 0.5946
H2 -2.7186 -2.0004 0.8304
H3 2.8559 1.5818 -1.6419

Atoms 1-3, force components in eV/Å:
-0.4695 -4.0664 0.4634
-2.4306 0.8621 1.3097
-0.2676 -0.2803 0.0157

How positive or negative is each atom? The Löwdin charges in e answer that: atom 1 (C): -0.12, atom 2 (C): -0.11, atom 3 (C): -0.65, atom 4 (C): -0.17, atom 5 (C): -0.74, atom 6 (C): -0.55, atom 7 (N): 0.13, atom 8 (O): 0.03, atom 9 (O): 0.10, atom 10 (O): 0.03, atom 11 (Cl): 0.73, atom 12 (Br): 0.90, atom 13 (H): 0.16, atom 14 (H): 0.13, atom 15 (H): 0.14



Entry 4:
Molecular formula: C6H3CeN5O5
Method: DFT, wB97M-V/def2-TZVPD

Computed properties:
**LUMO level (alpha / beta)**: -0.5115 / -0.5086 Ha
**M**: 365.2 g mol⁻¹
**2S+1**: 2
**Energy relative to the best compared isomer or geometry (same formula, charge and spin)**: 0.0 kJ/mol
**Net charge**: +3
**Gap between HOMO and LUMO (alpha / beta)**: 6.44 / 6.54 eV
**E**: -1354.300091 a.u.
**Highest occupied orbital energy (alpha / beta)**: -0.7483 / -0.7490 Ha

Atoms and positions in Å:
O1 0.1198 0.0563 -5.1870
C1 0.0714 0.0351 -4.0378
Ce1 0.0269 0.0288 -1.3263
O2 2.3688 -2.8178 -1.7845
C2 1.6195 -1.9405 -1.7169
C3 -1.4835 2.0427 -1.7246
O3 -2.1489 2.9878 -1.7535
C4 -1.9057 -1.5063 -1.5466
O4 -2.8172 -2.2337 -1.5337
C5 2.0259 1.5505 -1.6839
O5 2.9335 2.2649 -1.7575
N1 -1.2846 -0.5094 3.8236
N2 -0.4141 -0.2549 2.8109
N3 0.7635 0.3368 3.1040
C6 1.2469 0.5654 1.8835
N4 0.4010 0.1694 0.8917
N5 -0.7187 -0.3554 1.5162
H1 -2.1345 -1.0103 3.6122
H2 -0.8696 -0.4272 4.7403
H3 2.1995 1.0178 1.6699

Atoms 1-3, force components in eV/Å:
-0.2304 -0.1038 4.7461
0.3148 0.1270 -5.6921
-0.3309 -0.1042 0.7812

How positive or negative is each atom? The Löwdin charges in e answer that: atom 1 (O): 0.23, atom 2 (C): 0.04, atom 3 (Ce): 1.10, atom 4 (O): 0.25, atom 5 (C): 0.03, atom 6 (C): 0.03, atom 7 (O): 0.25, atom 8 (C): 0.02, atom 9 (O): 0.25, atom 10 (C): 0.03, atom 11 (O): 0.25, atom 12 (N): 0.23, atom 13 (N): -0.18, atom 14 (N): 0.22, atom 15 (C): -0.08, atom 16 (N): -0.23, atom 17 (N): 0.10, atom 18 (H): 0.15, atom 19 (H): 0.16, atom 20 (H): 0.15



Entry 5:
Molecular formula: C6H4
Method: DFT, wB97M-V/def2-TZVPD

Computed properties:
**LUMO level**: -0.0123 Ha
**M**: 76.1 g mol⁻¹
**Energy relative to the best compared isomer or geometry (same formula, charge and spin)**: 544.6 kJ/mol
**Net charge**: 0
**Gap between HOMO and LUMO**: 8.77 eV
**E**: -230.669267 a.u.
**Highest occupied orbital energy**: -0.3346 Ha

Atoms and positions in Å:
C1 -1.6814 -0.8857 0.6852
C2 -0.3234 -1.0221 0.2901
C3 -1.1162 0.3219 0.1288
C4 -0.0465 0.4302 -0.8897
C5 0.8683 -1.3035 -0.2939
C6 -0.1986 1.4739 0.2449
H1 1.7611 -0.6645 -0.4519
H2 0.9755 -2.2147 -0.7611
H3 -0.5539 2.3827 -0.1450
H4 0.3152 1.4817 1.1926

Atoms 1-3, force components in eV/Å:
1.9222 -0.2193 -0.1156
-2.2741 0.3768 0.7737
1.2559 -1.0064 -1.5332

How positive or negative is each atom? The Löwdin charges in e answer that: atom 1 (C): 0.15, atom 2 (C): -0.27, atom 3 (C): -0.33, atom 4 (C): 0.08, atom 5 (C): 0.07, atom 6 (C): -0.06, atom 7 (H): 0.10, atom 8 (H): 0.06, atom 9 (H): 0.08, atom 10 (H): 0.11



Entry 6:
Molecular formula: C6H41N2O13
Method: DFT, wB97M-V/def2-TZVPD

Computed properties:
**LUMO level**: -0.0923 Ha
**M**: 349.4 g mol⁻¹
**Energy relative to the best compared isomer or geometry (same formula, charge and spin)**: 509.2 kJ/mol
**Net charge**: +1
**Gap between HOMO and LUMO**: 8.44 eV
**E**: -1340.537213 a.u.
**Highest occupied orbital energy**: -0.4025 Ha

Atoms and positions in Å:
C1 -2.7792 0.3673 1.9565
C2 -1.6036 -0.5137 2.4827
C3 -0.2710 -0.4894 1.6275
N1 0.6716 2.9990 2.1943
C4 0.8481 1.5875 2.0641
C5 0.1261 0.8715 1.1555
C6 -0.4021 1.4247 -0.1046
N2 -2.5232 1.7849 2.4659
H1 -3.0233 0.2999 0.9319
H2 -3.6673 0.0671 2.5568
H3 -1.4524 -0.4330 3.5617
H4 -2.0390 -1.5449 2.2058
H5 0.4399 -1.1030 2.1698
H6 -0.4157 -1.0257 0.6556
H7 1.3132 3.4432 2.8206
H8 0.6942 3.5739 1.3311
H9 1.6628 1.0606 2.5400
H10 -0.8197 2.4927 -0.1317
H11 -1.0032 0.8527 -0.7460
H12 0.3927 1.7768 -0.7735
H13 -1.5265 2.1246 2.3160
H14 -2.5217 1.8960 3.4793
H15 -3.2051 2.3990 2.0012
H16 -0.1644 1.3760 3.8938
H17 -0.3685 2.1555 5.1220
O1 -0.8615 1.5536 4.5500
H18 -0.0917 -1.4094 -3.8191
H19 -0.5437 -1.2067 -5.4185
O2 0.1080 -1.1174 -4.7222
H20 -1.2087 -5.1232 0.9296
H21 -0.7360 -4.6362 -0.4604
O3 -1.5163 -4.7817 0.0862
H22 1.9731 -2.2376 1.2666
H23 1.3506 -2.4372 -0.1502
O4 1.4174 -2.8110 0.7290
H24 1.1647 3.9065 -1.3485
H25 0.7740 5.2583 -0.6922
O5 0.7634 4.2955 -0.5664
H26 -2.0276 -3.1562 -0.5020
H27 -3.4605 -3.0513 -0.8352
O6 -2.6159 -2.6495 -1.1094
H28 3.0429 -4.3661 -0.2554
H29 3.2894 -3.3821 -1.1409
O7 2.9287 -4.3108 -1.2148
H30 4.1592 2.1432 1.2182
H31 4.3641 0.8194 0.6616
O8 4.7921 1.4160 1.2729
H32 -3.5304 2.2494 -0.5671
H33 -4.9345 1.9582 0.0515
O9 -4.0099 2.1230 0.2554
H34 3.7430 -0.5606 -1.2816
H35 2.4111 -1.1485 -1.5838
O10 3.0179 -1.0135 -0.8374
H36 1.3785 2.6817 -4.5820
H37 0.5441 1.5362 -4.0324
O11 1.3364 2.0685 -3.8439
H38 -0.0762 -3.3343 -3.3953
H39 -1.4496 -3.2605 -2.5322
O12 -0.6224 -2.7674 -2.8270
H40 2.1863 0.5273 -3.5896
H41 1.9533 -0.8802 -3.9807
O13 2.6239 -0.3384 -3.5091

Atoms 1-3, force components in eV/Å:
1.0683 -0.3797 4.2618
-1.0732 -2.0061 -2.8064
-1.0869 -0.8914 -1.8275

How positive or negative is each atom? The Löwdin charges in e answer that: atom 1 (C): -0.13, atom 2 (C): -0.13, atom 3 (C): -0.16, atom 4 (N): 0.06, atom 5 (C): -0.19, atom 6 (C): -0.31, atom 7 (C): -0.05, atom 8 (N): 0.16, atom 9 (H): 0.09, atom 10 (H): 0.14, atom 11 (H): 0.10, atom 12 (H): 0.14, atom 13 (H): 0.10, atom 14 (H): 0.11, atom 15 (H): 0.08, atom 16 (H): 0.06, atom 17 (H): 0.13, atom 18 (H): 0.10, atom 19 (H): 0.06, atom 20 (H): 0.07, atom 21 (H): 0.12, atom 22 (H): 0.13, atom 23 (H): 0.13, atom 24 (H): 0.01, atom 25 (H): 0.07, atom 26 (O): -0.06, atom 27 (H): 0.00, atom 28 (H): 0.06, atom 29 (O): -0.07, atom 30 (H): 0.07, atom 31 (H): 0.05, atom 32 (O): -0.04, atom 33 (H): 0.04, atom 34 (H): 0.01, atom 35 (O): -0.06, atom 36 (H): 0.04, atom 37 (H): 0.07, atom 38 (O): -0.06, atom 39 (H): 0.00, atom 40 (H): 0.06, atom 41 (O): -0.10, atom 42 (H): 0.02, atom 43 (H): 0.03, atom 44 (O): -0.09, atom 45 (H): 0.03, atom 46 (H): 0.00, atom 47 (O): -0.04, atom 48 (H): 0.07, atom 49 (H): 0.08, atom 50 (O): -0.04, atom 51 (H): 0.05, atom 52 (H): 0.02, atom 53 (O): -0.07, atom 54 (H): 0.07, atom 55 (H): 0.05, atom 56 (O): -0.04, atom 57 (H): 0.07, atom 58 (H): 0.06, atom 59 (O): -0.09, atom 60 (H): -0.01, atom 61 (H): 0.02, atom 62 (O): -0.07